A molecular structure, C43H53N8RuSbSeSi3 in a non-equilibrium geometry. Source: the OMol25 dataset; level of theory: ωB97M-V/def2-TZVPD.

For the largest force on an atom, the calculation gives 0.0417 hartree/bohr. As for the HOMO energy (alpha / beta): -0.1874 / -0.1855 Ha. The relative energy (zero: lowest compared OMol25 entry of this formula, charge and spin) comes out at 1.555 eV. The value obtained for the orbital gap (alpha / beta) is 0.2592 / 0.2296 Eh.

ORCA input file:
```
! RIJCOSX wB97M-V def2-TZVPD def2/J DEFGRID3
* xyz -1 2
Ru 1.6528 -0.2284 0.5683
C 0.2972 -0.3706 3.7818
N 1.4389 -0.4674 2.8561
C 2.6023 -0.5265 3.3751
C 3.7314 -0.4754 2.5431
C 5.0834 -0.5188 2.8480
C 5.7599 -0.3993 1.6275
C 4.7807 -0.2919 0.6370
N 3.5519 -0.3420 1.1890
C 0.0891 -1.5756 4.6801
C -0.2319 -1.3754 6.0194
C -0.4435 -2.4533 6.8730
C -0.3246 -3.7499 6.3949
C 0.0123 -3.9660 5.0612
C 0.2170 -2.8849 4.2140
H -0.5877 -0.1818 3.1845
H 0.4213 0.5084 4.4154
H 2.7474 -0.5805 4.4545
H 5.5037 -0.6142 3.8387
H 6.8262 -0.3993 1.4578
H 4.9221 -0.1749 -0.4210
H -0.3170 -0.3620 6.3985
H -0.6877 -2.2763 7.9144
H -0.4757 -4.5930 7.0594
H 0.1401 -4.9729 4.6825
H 0.5199 -3.0610 3.1882
C -0.3805 1.6273 -3.6966
Sb -0.1975 1.5018 -1.5450
C 1.0586 -0.2697 -1.5315
C 0.5530 -1.5155 -2.2351
C -0.0703 -2.5845 -1.5856
C -0.3984 -3.7269 -2.2910
C -0.1478 -3.7761 -3.6516
C 0.4026 -2.6527 -4.2380
N 0.7514 -1.5525 -3.5603
Si 2.7890 0.1173 -2.2315
C 2.9773 0.5787 -4.0352
C 3.5731 1.5869 -1.3845
C 3.7225 -1.4890 -2.0436
C -2.3455 1.0968 -1.0803
C -2.3709 0.0934 0.0638
C -3.5151 -0.0675 0.8617
C -3.6090 -1.1146 1.7549
C -2.5637 -2.0208 1.8400
C -1.4462 -1.7720 1.0697
N -1.3223 -0.7365 0.2311
Si -2.9473 2.8299 -0.5637
C -2.3164 3.2501 1.1262
C -4.8135 3.0393 -0.5160
C -2.3484 4.1337 -1.7607
Si -3.4116 0.3475 -2.4628
C -2.6651 -1.1609 -3.2241
C -3.8393 1.5912 -3.7899
C -5.0648 -0.2590 -1.8170
H 0.6307 1.6821 -4.0978
H -0.9251 2.5365 -3.9576
H -0.8695 0.7552 -4.1299
H -0.2806 -2.5100 -0.5381
H -0.8438 -4.5739 -1.7824
H -0.3654 -4.6595 -4.2378
H 0.5936 -2.6288 -5.3073
H 2.6340 1.6006 -4.2359
H 2.4255 -0.1077 -4.6829
H 4.0462 0.5309 -4.2877
H 3.1553 2.4971 -1.8126
H 4.6483 1.5821 -1.6065
H 3.4721 1.6531 -0.3032
H 3.2593 -2.2398 -2.6972
H 3.6969 -1.8768 -1.0306
H 4.7716 -1.3847 -2.3478
H -4.3443 0.6158 0.7409
H -4.4980 -1.2350 2.3644
H -2.5940 -2.8809 2.4976
H -0.5893 -2.4284 1.1291
H -2.5021 2.4477 1.8488
H -2.8003 4.1649 1.4912
H -1.2342 3.4189 1.1026
H -5.2753 2.5510 0.3501
H -5.3156 2.6754 -1.4158
H -5.0188 4.1147 -0.4336
H -1.2557 4.2122 -1.7764
H -2.7445 5.1050 -1.4387
H -2.6954 3.9476 -2.7833
H -1.7363 -0.9714 -3.7672
H -3.3875 -1.6001 -3.9234
H -2.4453 -1.9040 -2.4503
H -2.9631 2.0426 -4.2558
H -4.4700 2.3973 -3.4001
H -4.4066 1.0731 -4.5739
H -4.9425 -1.0834 -1.1083
H -5.6404 -0.6367 -2.6721
H -5.6594 0.5194 -1.3304
Se 1.1219 2.0187 1.7354
C 1.3672 3.8017 1.1164
C 1.5673 4.2480 -0.1837
C 1.6437 5.6120 -0.4334
N 1.5420 6.5601 0.5014
C 1.3624 6.1199 1.7510
C 1.2732 4.7836 2.1015
H 1.6461 3.5563 -0.9938
H 1.7868 5.9625 -1.4525
H 1.2860 6.8843 2.5189
H 1.1250 4.5004 3.1373
N 1.7422 -2.3419 0.7376
C 1.8538 -3.4880 0.6856
C 1.9510 -4.8877 0.6450
C 1.7632 -5.6350 1.8449
N 1.5995 -6.2383 2.8177
C 2.1846 -5.5458 -0.6018
N 2.3698 -6.0756 -1.6121
*
```